37
Properties=species:S:1:pos:R:3:mulliken_charge:R:1 method="wB97M-V/def2-TZVPD" lumo_energy_ev=0.41 homo_energy_ha=-0.298 total_energy_ha=-3833.56706
Au -0.6178 0.6652 0.8546 0.39
N -2.5761 -0.1852 0.1774 -0.38
N -3.3433 -0.9413 1.0910 -0.22
C -2.7955 -1.4516 2.2365 0.61
N -3.5089 -2.4126 2.8280 -0.34
N -1.6687 -0.8939 2.6299 -0.38
N -1.0568 -1.3409 3.7739 1.07
O -0.0215 -0.7815 4.0391 -0.61
O -1.5443 -2.2360 4.4653 -0.76
H -3.1961 0.4990 -0.2378 0.27
H -2.2024 -0.8588 -0.5386 0.32
H -4.0361 -1.5298 0.6492 0.28
H -4.3057 -2.8138 2.3683 0.17
H -3.1119 -2.8206 3.6642 0.25
C 0.6445 4.2067 -0.4778 -0.84
N 1.5338 3.1846 -1.0018 0.22
C 1.9997 3.1068 -2.2957 -0.39
C 2.7018 1.9564 -2.3914 -0.36
N 2.6522 1.3481 -1.1595 0.29
C 3.2089 0.0378 -0.8349 -0.90
C 1.9193 2.0937 -0.3201 -0.32
Se 1.5021 1.6723 1.4625 -0.21
H 0.5778 5.0053 -1.2117 0.32
H 1.0378 4.5901 0.4610 0.34
H -0.3396 3.7755 -0.2938 0.28
H 1.8003 3.8728 -3.0210 0.43
H 3.2302 1.5210 -3.2182 0.42
H 3.7578 -0.3109 -1.7058 0.33
H 2.3908 -0.6444 -0.6133 0.32
H 3.8774 0.1289 0.0180 0.34
F 1.1626 -3.5467 -0.6484 -0.27
C 0.5957 -3.0793 -1.7811 0.79
F 0.0211 -4.1168 -2.3985 -0.26
F 1.6001 -2.6530 -2.5707 -0.26
C -0.4020 -1.9403 -1.4304 0.49
O -1.5755 -2.3015 -1.2153 -0.86
O 0.0884 -0.8051 -1.3529 -0.60